Formula: C30H39N2O5S
Source: the Open Molecules 2025 dataset
Level of theory: ωB97M-V/def2-TZVPD

## Properties
- HOMO (eV) = -1.1206
- molecular weight (g/mol) = 539.72
- orbital gap (eV) = 1.83
- net charge = -1
- spin multiplicity = 1

Last column: Löwdin charge in e.
Geometry (Å):
C: -1.1746 3.8590 1.9806  -0.03
C: -1.5367 2.4302 1.7744  -0.31
C: -1.6638 1.5821 2.8037  -0.01
C: -2.0051 0.2380 2.5570  -0.14
C: -2.0935 -0.6490 3.6971  -0.51
O: -2.9207 -0.5480 4.5672  0.11
O: -1.1899 -1.6815 3.7666  -0.02
C: 0.2047 -1.3264 3.7643  -0.16
C: 0.9328 -1.4117 2.4234  -0.13
C: 1.7250 -0.1467 2.0545  -0.20
N: 3.1586 -0.4587 2.0053  -0.05
C: 4.0748 0.6125 2.3570  -0.18
C: 3.9686 1.8973 1.5771  -0.17
C: 3.5628 3.0623 2.1782  -0.05
C: 3.4917 4.2456 1.4863  -0.10
C: 3.8049 4.2701 0.1525  -0.09
C: 4.2157 3.1184 -0.4620  -0.02
C: 4.3010 1.9539 0.2457  -0.28
O: 4.7326 0.7950 -0.3797  0.04
C: -2.2704 -0.2064 1.2446  -0.16
C: -2.7202 -1.6145 0.9744  -0.15
C: -3.8075 -2.1157 1.9057  -0.26
C: -5.0025 -1.1892 2.0202  -0.54
S: -5.8286 -0.8806 0.4384  0.72
C: -2.1299 0.6659 0.2225  -0.20
C: -2.3238 0.3631 -1.2247  -0.11
C: -1.4774 -0.8249 -1.7506  -0.14
C: -0.8462 -0.5660 -3.0636  -0.26
C: -1.5080 -0.8731 -4.2320  -0.05
C: -0.9300 -0.6830 -5.4586  -0.09
C: 0.3405 -0.1693 -5.5475  -0.11
C: 1.0005 0.1458 -4.3918  -0.11
C: 0.4160 -0.0482 -3.1697  -0.06
N: -1.7450 1.9760 0.4906  0.11
H: -0.1788 3.8990 2.3861  0.07
H: -1.2565 4.4455 1.0755  0.07
H: -1.8296 4.2802 2.7285  0.08
H: -1.5086 1.9121 3.8123  0.13
H: 0.6924 -1.9989 4.4552  0.12
H: 0.3150 -0.3335 4.1842  0.11
H: 1.6011 -2.2583 2.4098  0.10
H: 0.1743 -1.6147 1.6877  0.09
H: 1.3616 0.2161 1.0928  0.11
H: 1.5307 0.6455 2.7633  0.10
H: 3.4046 -0.8366 1.1032  0.11
H: 3.9484 0.8604 3.4033  0.11
H: 5.0841 0.2492 2.2153  0.12
H: 3.2930 3.0641 3.2208  0.11
H: 3.1596 5.1251 2.0055  0.10
H: 3.7185 5.1955 -0.3851  0.10
H: 4.4805 3.1281 -1.5013  0.12
H: 5.6595 0.8920 -0.6055  0.11
H: -1.8871 -2.3050 0.9490  0.12
H: -3.1390 -1.6230 -0.0171  0.07
H: -3.4456 -2.3775 2.8873  0.10
H: -4.1680 -3.0483 1.4830  0.11
H: -4.7174 -0.2647 2.5006  0.07
H: -5.7474 -1.6897 2.6177  0.06
H: -5.1678 0.2180 0.0666  -0.16
H: -2.0351 1.2420 -1.7896  0.11
H: -3.3712 0.2033 -1.4556  0.10
H: -0.7649 -1.1261 -0.9994  0.11
H: -2.1417 -1.6639 -1.8881  0.11
H: -2.4969 -1.2962 -4.1629  0.12
H: -1.4986 -0.9424 -6.3338  0.10
H: 0.8038 -0.0409 -6.5066  0.10
H: 2.0043 0.5201 -4.4789  0.10
H: 0.9757 0.2008 -2.2864  0.11
H: -1.6172 2.6087 -0.2744  0.12
O: 0.0924 -3.3254 -2.7605  -0.11
C: 1.1576 -3.4274 -3.4584  -0.35
C: 0.8425 -4.4089 -4.8947  -0.38
O: 1.9129 -4.5091 -5.5775  -0.14
H: 2.0268 -3.9467 -2.9992  0.10
H: 1.5704 -2.5000 -3.9025  0.09
H: -0.0163 -3.8594 -5.3391  0.09
H: 0.4220 -5.3312 -4.4379  0.10